Density functional theory data (ωB97M-V/def2-TZVPD) for a single C16H24N2O2 molecule.

```
44
Properties=species:S:1:pos:R:3:nbo_charge:R:1
O -1.94 1.03 4.41 -0.6034
O 0.03 -1.23 -2.02 -0.6322
N -2.12 0.42 2.22 -0.6312
N 2.08 -0.27 -1.96 -0.6030
C 1.57 0.16 2.25 -0.1937
C -4.14 0.84 3.47 -0.3079
C -4.75 -0.55 3.23 -0.5980
C 3.65 -1.45 -3.38 -0.3906
C 3.98 -1.97 -4.77 -0.6087
C 2.61 0.77 -4.13 -0.4069
C 0.91 -0.65 -1.40 0.6678
C -0.54 -0.09 0.50 -0.2359
C 0.75 -0.28 0.04 -0.1191
C -2.62 0.78 3.43 0.6904
C -4.69 1.86 2.47 -0.5987
C 0.29 0.38 2.71 -0.2506
C 1.82 -0.16 0.93 -0.2190
C 2.42 -0.54 -3.35 -0.0646
C 1.88 0.77 -5.47 -0.6012
C -0.79 0.24 1.83 0.2391
H -5.76 1.98 2.61 0.2165
H 2.21 1.59 -3.52 0.2106
H 4.25 -1.16 -5.44 0.2010
H 2.83 -0.35 0.60 0.2062
H -4.55 -0.91 2.23 0.1955
H 4.51 -0.90 -2.99 0.1892
H 4.81 -2.66 -4.73 0.2139
H 2.75 0.25 -1.42 0.3936
H -2.79 0.24 1.49 0.3968
H 2.03 1.71 -5.98 0.2088
H -4.21 2.83 2.62 0.2201
H 2.40 0.25 2.94 0.2160
H -1.36 -0.22 -0.20 0.2280
H 3.67 0.96 -4.29 0.1950
H 3.12 -2.50 -5.19 0.2070
H 0.11 0.63 3.74 0.2565
H -4.34 -1.26 3.94 0.2209
H -4.40 1.17 4.48 0.2290
H -5.82 -0.51 3.37 0.2153
H 3.47 -2.30 -2.72 0.2093
H 1.56 -1.09 -3.75 0.2323
H 2.24 -0.03 -6.11 0.2028
H -4.52 1.55 1.44 0.1932
H 0.81 0.63 -5.31 0.2099
```

HOMO level in hartree: -0.3183
Total energy in eV: -24058.2877
Molecular weight in u: 276.38
Orbital gap in eV: 9.392
SMILES: CCC(CC)NC(=O)c1cccc(NC(=O)C(C)C)c1


Density functional theory data (ωB97M-V/def2-TZVPD) for C16H24N2O6PPtS5 as an isolated structure in a non-equilibrium geometry.

```
55
Properties=species:S:1:pos:R:3:mulliken_spin:R:1
Pt 0.25 -0.76 0.42 0.6812
S 2.47 0.19 0.48 0.0556
S -2.52 -1.56 0.97 -0.0016
S 1.19 -5.54 -1.52 0.0048
S 1.09 -2.53 -1.24 0.0143
S 0.29 0.00 3.51 0.0228
P 1.91 0.25 2.43 0.0279
O 3.04 -0.82 3.00 0.0035
O -3.41 -2.45 0.22 0.0023
O -0.30 1.63 0.81 0.0560
O 2.51 1.66 3.03 -0.0009
O -1.41 -2.29 1.59 -0.0011
O -1.86 3.19 0.34 0.0064
N -0.76 -4.33 -0.42 0.0291
N -1.91 -0.44 0.04 0.0353
C 4.51 -1.47 4.76 0.0003
C -3.58 -0.94 2.28 0.0038
C 4.31 3.10 3.58 0.0013
C -3.13 -0.80 3.58 -0.0022
C -4.92 -0.71 1.97 -0.0001
C 0.49 -4.03 -0.87 0.0639
C -5.79 -0.31 2.96 -0.0005
C 0.11 -6.56 -0.42 0.0093
C 3.71 2.19 2.52 0.0034
C -1.43 2.02 0.43 -0.0123
C -4.02 -0.40 4.57 -0.0015
C -5.36 -0.14 4.27 0.0004
C -2.46 0.90 0.02 0.0000
C -6.31 0.34 5.34 0.0000
C 3.07 -1.16 4.38 -0.0007
C -0.77 -5.56 0.35 0.0051
H -3.31 1.02 0.70 0.0012
H 3.61 3.89 3.85 -0.0002
H -1.80 -5.91 0.45 -0.0007
H -2.10 -0.99 3.80 0.0003
H 0.75 -7.14 0.24 -0.0003
H 5.23 3.56 3.21 0.0001
H -5.25 -0.88 0.95 -0.0005
H -3.67 -0.29 5.59 0.0000
H 3.49 2.76 1.61 0.0000
H 5.12 -0.57 4.63 0.0000
H 4.54 2.53 4.49 -0.0001
H -7.34 0.24 5.00 0.0000
H 4.90 -2.25 4.11 0.0000
H -0.47 -7.23 -1.05 -0.0014
H -0.35 -5.41 1.35 0.0001
H 4.41 1.39 2.26 -0.0032
H -6.13 1.39 5.58 0.0000
H 2.42 -2.03 4.55 -0.0004
H 4.57 -1.80 5.80 0.0000
H -6.83 -0.13 2.72 0.0000
H -2.79 1.17 -0.99 0.0004
H 2.67 -0.33 4.98 0.0002
H -6.19 -0.23 6.26 0.0000
H -1.29 -3.56 -0.01 -0.0014
```

HOMO level (alpha / beta) in hartree: -0.0103 / -0.0277
Multiplicity: 2
⟨S²⟩: 0.7602
Total energy in eV: -98960.6333
Molecular weight in u: 726.76
Net charge: -2
Orbital gap (alpha / beta) in eV: 4.256 / 4.727